# C45H100BrN5

A cluster of 6 separate species, C45H100BrN5 in total (wB97M-V/def2-TZVPD, the Open Molecules 2025 dataset).

Each line ends with the Löwdin charge.
Geometry (Å):
C  0.419  2.182  -3.796  -0.1011
C  0.430  3.015  -5.088  -0.2152
C  1.627  3.948  -5.239  -0.1816
C  2.924  3.177  -5.475  -0.1098
N  4.048  4.031  -6.060  -0.2594
C  3.718  4.645  -7.424  -0.0841
C  4.060  6.124  -7.307  -0.1262
C  3.742  6.427  -5.852  -0.1426
C  4.391  5.241  -5.158  -0.0792
C  5.266  3.190  -6.233  0.0012
H  -0.458  1.533  -3.915  0.0774
H  0.385  2.654  -2.816  0.0683
H  1.177  1.388  -3.803  0.0403
H  -0.516  3.535  -5.206  0.1210
H  0.535  2.246  -5.859  0.1144
H  1.797  4.528  -4.327  0.1159
H  1.429  4.674  -6.028  0.1111
H  2.829  2.294  -6.108  0.1406
H  3.422  2.852  -4.559  0.1264
H  4.332  4.150  -8.173  0.1332
H  2.678  4.485  -7.697  0.1330
H  5.124  6.231  -7.522  0.1303
H  3.512  6.778  -7.982  0.1366
H  4.239  7.356  -5.568  0.1331
H  2.694  6.531  -5.580  0.1145
H  5.475  5.323  -5.182  0.1330
H  4.066  4.957  -4.160  0.1267
H  6.067  3.780  -6.674  0.1186
H  5.045  2.319  -6.844  0.1167
H  5.647  2.871  -5.261  0.1124
C  -1.411  -5.318  -1.471  -0.0893
C  -2.592  -4.433  -1.054  -0.2547
C  -3.237  -4.716  0.304  -0.1788
C  -3.843  -6.128  0.289  -0.1215
N  -4.655  -6.542  1.499  -0.2820
C  -3.761  -6.687  2.706  -0.1087
C  -4.492  -7.605  3.681  -0.1195
C  -5.414  -8.476  2.782  -0.1163
C  -5.228  -7.935  1.356  -0.0830
C  -5.757  -5.548  1.772  0.0399
H  -1.669  -6.308  -1.842  0.0762
H  -0.710  -5.417  -0.635  0.0716
H  -0.835  -4.804  -2.241  0.0662
H  -3.386  -4.437  -1.801  0.1214
H  -2.185  -3.418  -1.009  0.0285
H  -4.077  -4.039  0.471  0.0951
H  -2.516  -4.614  1.119  0.1100
H  -3.140  -6.948  0.130  0.1315
H  -4.546  -6.247  -0.540  0.1485
H  -3.388  -5.738  3.082  0.1288
H  -2.896  -7.206  2.286  0.1401
H  -5.073  -7.029  4.398  0.1169
H  -3.794  -8.235  4.226  0.1249
H  -6.437  -8.473  3.148  0.1203
H  -5.118  -9.523  2.747  0.1251
H  -6.150  -7.922  0.779  0.1468
H  -4.456  -8.484  0.820  0.1370
H  -6.448  -6.060  2.439  0.1138
H  -6.225  -5.258  0.838  0.1115
H  -5.323  -4.713  2.314  0.0970
C  -7.925  -2.187  0.926  -0.1032
C  -7.154  -0.876  1.068  -0.2342
C  -5.837  -1.037  1.819  -0.1971
C  -4.871  0.138  1.673  -0.1237
N  -3.716  0.126  2.644  -0.2404
C  -4.256  0.306  4.059  -0.1127
C  -3.288  1.238  4.736  -0.1433
C  -3.089  2.248  3.611  -0.1418
C  -2.778  1.317  2.439  -0.0924
C  -2.950  -1.175  2.587  0.0115
H  -8.899  -2.037  0.467  0.0849
H  -8.087  -2.664  1.898  0.0769
H  -7.377  -2.899  0.301  0.0639
H  -7.798  -0.190  1.620  0.1214
H  -6.968  -0.586  0.032  0.1238
H  -5.314  -1.897  1.380  0.0976
H  -5.984  -1.315  2.868  0.1161
H  -5.340  1.111  1.827  0.1442
H  -4.493  0.143  0.649  0.0857
H  -4.500  -0.641  4.534  0.1373
H  -5.221  0.809  3.981  0.1425
H  -2.349  0.783  5.058  0.1214
H  -3.744  1.650  5.637  0.1351
H  -2.310  3.000  3.739  0.1140
H  -3.996  2.840  3.478  0.1307
H  -1.774  0.910  2.524  0.1086
H  -2.907  1.813  1.480  0.1332
H  -2.613  -1.269  1.554  0.0593
H  -3.646  -1.942  2.911  0.0895
H  -2.118  -1.166  3.288  0.1054
C  0.903  -1.860  -4.962  -0.0901
C  1.913  -1.381  -3.923  -0.2506
C  1.308  -1.335  -2.522  -0.2029
C  2.308  -0.840  -1.480  -0.1210
N  1.703  -0.558  -0.134  -0.2565
C  2.821  -0.668  0.902  -0.0899
C  2.765  -2.089  1.510  -0.1160
C  1.509  -2.703  0.913  -0.1449
C  0.656  -1.576  0.337  -0.1159
C  1.065  0.820  -0.146  0.0070
H  1.392  -2.250  -5.854  0.0810
H  0.177  -1.109  -5.279  0.0758
H  0.301  -2.702  -4.607  0.0779
H  2.222  -0.367  -4.195  0.0835
H  2.756  -2.068  -4.026  0.1183
H  0.981  -2.334  -2.226  0.1145
H  0.418  -0.701  -2.565  0.0530
H  2.959  -0.030  -1.816  0.1365
H  3.034  -1.645  -1.327  0.1409
H  2.569  0.017  1.714  0.1093
H  3.744  -0.395  0.403  0.1304
H  2.779  -2.090  2.593  0.1217
H  3.624  -2.602  1.082  0.1212
H  0.824  -3.102  1.667  0.1200
H  1.769  -3.471  0.186  0.1217
H  0.196  -1.080  1.190  0.1166
H  -0.017  -1.773  -0.493  0.0381
H  0.235  0.773  -0.854  0.0295
H  1.835  1.496  -0.511  0.1008
H  0.691  0.972  0.861  0.0823
C  7.506  1.478  4.553  -0.0874
C  6.800  2.285  3.460  -0.2525
C  5.518  2.936  4.002  -0.1924
C  4.849  3.686  2.846  -0.1233
N  3.453  4.212  3.102  -0.2707
C  2.471  3.075  3.191  -0.1137
C  1.111  3.677  2.847  -0.1579
C  1.432  4.621  1.693  -0.1044
C  2.923  5.028  1.947  -0.0768
C  3.412  5.021  4.370  0.0506
H  6.989  0.539  4.729  0.0784
H  7.658  2.083  5.448  0.0851
H  8.540  1.280  4.263  0.0840
H  6.542  1.652  2.608  0.1062
H  7.459  3.070  3.079  0.1193
H  5.675  3.593  4.855  0.1181
H  4.893  2.118  4.380  0.1197
H  4.812  3.075  1.947  0.1303
H  5.437  4.587  2.667  0.1477
H  2.466  2.661  4.195  0.1442
H  2.715  2.397  2.373  0.1193
H  0.655  4.110  3.740  0.1189
H  0.467  2.801  2.720  0.1011
H  0.844  5.532  1.628  0.1240
H  1.359  4.146  0.715  0.1066
H  2.995  6.087  2.189  0.1364
H  3.546  4.930  1.060  0.1326
H  2.409  5.424  4.470  0.1169
H  4.091  5.865  4.247  0.1261
H  3.782  4.423  5.195  0.1067
Br  -2.289  -0.492  -1.434  -0.3026

Computed properties:
M: 791.23 g mol⁻¹
Net charge: +4
DFT total energy: -4621.13272 Ha
LUMO: -7.892 eV
Energy above the lowest of the compared OMol25 structures with the same formula, charge and spin: 20.1 kcal per mole

# C4H10N2O

The molecule C4H10N2O (wB97M-V/def2-TZVPD, the Open Molecules 2025 dataset).

Each line ends with the Löwdin charge.
Geometry (Å):
C  2.293  -0.201  0.523  -0.0960
C  1.321  -0.375  -0.694  -0.2942
C  -1.000  -0.257  -0.159  -0.4133
C  -2.275  -0.932  0.253  -0.0483
H  3.364  -0.216  0.190  0.0715
H  2.208  -1.110  1.132  0.0604
H  2.064  0.688  1.147  0.0642
H  1.235  0.581  -1.254  0.0950
H  1.757  -1.080  -1.399  0.0973
H  -2.152  -1.999  0.485  0.0768
H  -3.058  -0.783  -0.535  0.0854
H  -2.758  -0.459  1.191  0.1006
H  -1.993  1.552  0.061  0.1320
H  0.179  2.453  -0.566  0.1179
N  0.074  -0.932  -0.241  0.0662
N  -1.137  1.144  -0.351  -0.0401
O  -0.122  1.927  0.217  -0.0756

Computed properties:
M: 102.14 g mol⁻¹
Net charge: 0
DFT total energy: -343.08078 Ha
Structure (SMILES): CC/N=C(/C)NO
LUMO: 0.886 eV
Energy above the lowest of the compared OMol25 structures with the same formula, charge and spin: 75.7 kcal per mole

# H16O8Pb

A structure of composition H16O8Pb (wB97M-V/def2-TZVPD, the Open Molecules 2025 dataset).

Each line ends with the Löwdin charge.
Geometry (Å):
Pb  32.053  -2.942  -11.923  1.5317
O  30.941  -1.670  -10.236  -0.1151
H  31.108  -1.090  -9.499  0.0893
H  30.047  -1.519  -10.617  0.0981
O  31.009  -1.149  -13.043  -0.1579
H  31.244  -0.295  -12.612  0.0978
H  30.575  -0.796  -13.867  0.1310
O  33.573  -3.353  -9.969  -0.0988
H  33.707  -4.208  -9.559  0.0788
H  33.709  -2.692  -9.290  0.0775
O  30.913  -4.595  -10.579  -0.1062
H  31.045  -4.919  -9.661  0.1273
H  30.292  -5.150  -11.000  0.0572
O  33.021  -5.237  -12.268  -0.1006
H  33.106  -5.954  -12.902  0.0935
H  32.472  -5.583  -11.559  0.0263
O  33.717  -1.173  -11.910  -0.1332
H  34.375  -0.908  -11.182  0.1391
H  33.959  -0.681  -12.670  0.0513
O  32.886  -2.808  -14.363  -0.0869
H  32.675  -3.517  -14.979  0.0796
H  32.746  -2.042  -14.903  0.0607
O  30.418  -3.854  -13.225  -0.1471
H  30.698  -4.794  -13.322  0.0882
H  30.176  -3.486  -14.114  0.1185

Computed properties:
M: 351.32 g mol⁻¹
Net charge: +2
DFT total energy: -803.79863 Ha
LUMO: -6.391 eV
Energy above the lowest of the compared OMol25 structures with the same formula, charge and spin: 45.9 kcal per mole

# C6H17N3O3P

A cluster of 2 separate species, C6H17N3O3P in total (wB97M-V/def2-TZVPD, the Open Molecules 2025 dataset).

Each line ends with the Löwdin charge.
Geometry (Å):
C  -1.956  0.091  -0.885  -0.4963
C  -5.029  -0.404  0.394  -0.0687
C  -1.337  -0.535  -2.073  -0.0624
C  -0.443  -1.800  -1.881  -0.0836
C  -4.142  0.792  0.016  -0.1774
C  0.861  -1.613  -1.142  -0.0264
N  5.593  0.712  1.250  -0.1876
N  3.934  2.188  2.436  -0.2131
N  1.113  -0.645  -0.370  0.2409
O  -1.323  0.434  0.077  0.0977
O  3.091  0.038  1.252  -0.3502
O  -3.260  0.257  -1.017  -0.0310
P  4.126  1.340  0.906  0.6828
H  -5.332  -0.517  1.535  0.1243
H  -5.811  -0.415  -0.419  0.0888
H  -4.297  -1.276  0.128  0.1026
H  -2.063  -0.831  -2.730  0.0957
H  -0.742  0.233  -2.594  0.1568
H  -0.401  -2.148  -2.955  0.1557
H  -0.912  -2.546  -1.288  0.1230
H  -3.418  0.983  0.839  0.1225
H  -4.655  1.595  -0.580  0.1468
H  1.692  -2.207  -1.422  0.1360
H  6.388  1.167  0.814  0.0510
H  5.597  0.562  2.252  0.0399
H  2.989  2.073  2.933  0.0663
H  4.093  3.212  2.308  0.0411
H  3.401  -0.270  2.102  0.0527
H  0.292  -0.080  -0.141  0.0825
H  1.955  -0.390  0.259  0.0896

Computed properties:
M: 210.19 g mol⁻¹
Net charge: +1
DFT total energy: -969.93752 Ha
LUMO: -3.495 eV
Energy above the lowest of the compared OMol25 structures with the same formula, charge and spin: 0.0 kcal per mole